{"formula": "C44H50N8OPbSSeSi", "method": "ωB97M-V with the def2-TZVPD basis set", "total_charge": 0, "homo_ha": -0.2410, "e_tot_ev": -149712.5500, "symbols": ["Pb", "C", "C", "C", "C", "C", "C", "C", "H", "H", "H", "H", "H", "H", "H", "H", "Se", "N", "C", "C", "C", "C", "N", "C", "N", "H", "H", "H", "C", "S", "O", "C", "C", "C", "C", "C", "C", "H", "H", "H", "H", "H", "H", "H", "H", "C", "Si", "C", "C", "C", "C", "C", "C", "C", "H", "H", "H", "H", "H", "H", "H", "H", "H", "H", "H", "C", "C", "N", "C", "C", "N", "C", "N", "N", "N", "C", "C", "C", "C", "C", "C", "H", "H", "H", "H", "H", "H", "H", "H", "H", "H", "H", "C", "C", "C", "C", "C", "C", "H", "H", "H", "H", "H", "H", "H", "H", "H"], "positions_angstrom": [[-0.26, 0.66, 0.38], [-2.96, 4.29, -1.82], [-2.86, 3.85, -0.38], [-3.78, 2.94, 0.14], [-3.69, 2.52, 1.45], [-2.67, 2.99, 2.27], [-1.75, 3.89, 1.76], [-1.84, 4.32, 0.44], [-3.99, 4.56, -2.07], [-2.66, 3.48, -2.49], [-2.33, 5.15, -2.02], [-4.57, 2.57, -0.50], [-4.42, 1.82, 1.84], [-2.60, 2.67, 3.30], [-0.94, 4.25, 2.38], [-1.11, 5.02, 0.05], [2.77, 4.37, 2.16], [4.24, 4.05, 1.21], [3.96, 3.02, 0.45], [4.86, 2.40, -0.47], [4.42, 1.32, -1.15], [3.07, 0.85, -0.96], [2.21, 1.38, -0.15], [2.63, 2.47, 0.57], [1.84, 3.05, 1.44], [5.86, 2.79, -0.59], [5.05, 0.80, -1.85], [2.73, -0.03, -1.50], [0.73, 2.21, -3.35], [0.70, 3.78, -2.47], [2.03, 3.94, -1.81], [0.74, 4.81, -3.94], [1.89, 5.53, -4.20], [1.94, 6.35, -5.32], [0.83, 6.46, -6.15], [-0.33, 5.75, -5.87], [-0.38, 4.92, -4.75], [1.67, 2.15, -3.90], [-0.12, 2.17, -4.02], [0.66, 1.40, -2.61], [2.73, 5.43, -3.52], [2.84, 6.91, -5.53], [0.87, 7.10, -7.02], [-1.19, 5.84, -6.51], [-1.28, 4.37, -4.52], [0.77, 0.60, 4.04], [0.98, -0.48, 2.50], [0.36, -2.21, 2.97], [2.84, -0.65, 2.18], [3.78, 0.22, 2.73], [5.13, 0.12, 2.41], [5.57, -0.87, 1.55], [4.65, -1.75, 0.99], [3.30, -1.63, 1.30], [1.32, 0.20, 4.90], [-0.29, 0.67, 4.32], [1.12, 1.62, 3.85], [0.98, -2.65, 3.76], [0.36, -2.88, 2.11], [-0.67, -2.14, 3.33], [3.46, 1.01, 3.41], [5.84, 0.82, 2.85], [6.62, -0.95, 1.30], [4.98, -2.52, 0.31], [2.59, -2.30, 0.83], [-2.98, -0.66, 3.14], [-2.97, -1.45, 1.88], [-2.20, -1.21, 0.85], [-2.49, -2.18, -0.09], [-3.45, -3.01, 0.39], [-3.76, -2.54, 1.65], [-4.74, -3.11, 2.54], [-4.53, -4.52, 2.72], [-5.42, -5.41, 2.21], [-5.00, -6.60, 2.42], [-3.79, -6.53, 3.08], [-2.94, -7.54, 3.53], [-1.78, -7.15, 4.15], [-1.46, -5.78, 4.33], [-2.29, -4.78, 3.90], [-3.47, -5.19, 3.28], [-2.23, 0.12, 3.06], [-2.75, -1.28, 4.01], [-3.95, -0.18, 3.32], [-1.96, -2.21, -1.03], [-3.94, -3.87, -0.03], [-5.74, -3.01, 2.14], [-4.67, -2.60, 3.50], [-3.19, -8.58, 3.38], [-1.08, -7.89, 4.50], [-0.52, -5.52, 4.81], [-2.03, -3.74, 4.02], [0.79, -3.92, -2.95], [1.02, -2.44, -3.28], [2.50, -2.22, -3.61], [0.16, -2.05, -4.49], [0.65, -1.61, -2.12], [0.37, -0.94, -1.15], [1.07, -4.55, -3.80], [-0.26, -4.10, -2.72], [1.38, -4.22, -2.08], [2.80, -2.83, -4.47], [3.13, -2.50, -2.76], [2.69, -1.17, -3.86], [0.42, -2.66, -5.35], [0.33, -1.00, -4.75], [-0.90, -2.18, -4.27]], "lowdin_charge": [0.93, -0.06, -0.29, -0.06, -0.11, -0.12, -0.11, -0.07, 0.08, 0.07, 0.07, 0.11, 0.09, 0.10, 0.10, 0.11, 1.10, -0.22, -0.41, 0.01, -0.02, -0.12, 0.01, -0.52, -0.22, 0.12, 0.11, 0.09, -0.23, 0.90, -0.51, -0.39, -0.07, -0.07, -0.09, -0.08, -0.09, 0.07, 0.06, 0.00, 0.10, 0.11, 0.10, 0.10, 0.10, -0.24, 0.43, -0.22, -0.31, -0.11, -0.09, -0.10, -0.10, -0.11, 0.03, 0.01, 0.00, 0.03, 0.03, -0.02, 0.09, 0.10, 0.10, 0.10, 0.10, -0.01, -0.37, 0.02, -0.12, -0.04, -0.02, -0.07, -0.07, 0.05, 0.07, -0.23, -0.01, -0.08, -0.07, 0.00, -0.17, 0.05, 0.08, 0.08, 0.08, 0.12, 0.14, 0.13, 0.11, 0.10, 0.11, 0.09, -0.06, -0.64, -0.06, -0.05, -0.18, -0.26, 0.08, 0.08, 0.08, 0.08, 0.08, 0.08, 0.08, 0.08, 0.08]}

{"formula": "C44H51BaNP2Si", "method": "ωB97M-V with the def2-TZVPD basis set", "total_charge": 0, "homo_ha": [-0.2128, -0.1733], "e_tot_ev": -75086.3538, "symbols": ["Ba", "C", "C", "C", "C", "C", "C", "C", "C", "C", "H", "H", "H", "H", "H", "H", "H", "H", "H", "H", "H", "H", "H", "H", "H", "P", "P", "C", "C", "C", "C", "C", "C", "C", "C", "C", "C", "C", "C", "C", "C", "C", "C", "C", "C", "C", "C", "C", "C", "C", "C", "C", "C", "H", "H", "H", "H", "H", "H", "H", "H", "H", "H", "H", "H", "H", "H", "H", "H", "H", "H", "H", "H", "H", "H", "C", "Si", "C", "C", "N", "C", "C", "C", "C", "C", "C", "H", "H", "H", "H", "H", "H", "H", "H", "H", "H", "H", "H", "H", "H"], "positions_angstrom": [[-1.82, 0.59, 0.18], [-2.32, 0.94, -3.54], [-2.09, -0.54, -3.34], [-1.60, -1.32, -4.60], [-0.07, -1.19, -4.77], [0.56, -0.77, -3.44], [0.44, 0.64, -3.00], [0.04, 1.70, -4.00], [-1.39, 1.57, -4.56], [2.04, 0.98, 1.64], [-3.34, 1.02, -4.02], [-3.02, -0.98, -2.99], [-2.19, -1.02, -5.50], [-1.82, -2.38, -4.37], [0.35, -2.15, -5.12], [0.22, -0.48, -5.56], [1.39, -1.40, -3.09], [1.16, 1.02, -2.26], [0.73, 1.72, -4.86], [0.21, 2.70, -3.54], [-1.79, 2.57, -4.84], [-1.46, 0.90, -5.45], [1.15, 1.60, 1.41], [2.68, 1.51, 2.36], [1.65, 0.04, 2.09], [-0.69, -0.62, -2.21], [2.95, 0.59, 0.13], [0.51, -0.80, -0.65], [1.86, -0.51, -0.75], [-2.00, -2.00, -1.27], [-1.59, -3.27, -1.63], [-2.10, -4.37, -0.91], [-2.94, -4.16, 0.19], [-3.42, -2.87, 0.47], [-3.11, -1.82, -0.41], [-2.34, 1.61, -2.23], [-1.41, 2.52, -1.69], [-1.92, 3.40, -0.71], [-3.24, 3.25, -0.29], [-4.09, 2.18, -0.66], [-3.59, 1.34, -1.69], [4.40, -0.43, 0.40], [4.24, -1.81, 0.56], [5.36, -2.64, 0.64], [6.64, -2.08, 0.57], [6.81, -0.70, 0.42], [5.69, 0.13, 0.33], [3.26, 2.14, -0.74], [2.89, 3.37, -0.14], [3.16, 4.56, -0.80], [3.79, 4.57, -2.05], [4.13, 3.36, -2.66], [3.85, 2.15, -2.02], [0.13, -1.52, 0.11], [2.42, -1.09, -1.51], [-0.87, -3.41, -2.46], [-1.79, -5.37, -1.20], [-3.23, -5.00, 0.81], [-4.03, -2.69, 1.35], [-3.77, -0.93, -0.46], [-0.30, 2.41, -1.81], [-1.22, 4.11, -0.20], [-3.65, 3.97, 0.41], [-5.09, 1.99, -0.28], [-4.08, 0.41, -1.96], [3.25, -2.25, 0.57], [5.23, -3.72, 0.76], [7.51, -2.73, 0.62], [7.81, -0.27, 0.35], [5.81, 1.20, 0.18], [2.41, 3.38, 0.85], [2.89, 5.51, -0.32], [4.01, 5.51, -2.54], [4.61, 3.36, -3.64], [4.11, 1.21, -2.51], [1.57, -1.92, 3.86], [-0.10, -1.53, 4.56], [-1.07, -3.12, 4.74], [0.16, -0.80, 6.30], [-0.97, -0.37, 3.59], [-2.19, 0.15, 3.76], [-3.33, -0.61, 4.23], [-4.62, -0.22, 3.90], [-4.83, 1.01, 3.26], [-3.76, 1.89, 3.04], [-2.47, 1.50, 3.34], [2.13, -2.51, 4.59], [2.16, -1.03, 3.63], [1.48, -2.51, 2.94], [-0.40, -3.92, 5.09], [-1.90, -3.07, 5.45], [-1.48, -3.44, 3.77], [0.66, 0.19, 6.23], [-0.80, -0.64, 6.84], [0.80, -1.45, 6.91], [-3.15, -1.55, 4.78], [-5.46, -0.87, 4.15], [-5.84, 1.30, 2.98], [-3.95, 2.90, 2.65], [-1.61, 2.18, 3.26]], "lowdin_charge": [1.90, -0.35, -0.36, -0.16, -0.16, -0.31, -0.30, -0.17, -0.13, -0.18, 0.17, 0.11, 0.12, 0.10, 0.11, 0.11, 0.11, 0.08, 0.11, 0.11, 0.13, 0.10, 0.05, 0.08, 0.03, 0.86, 0.97, -0.40, -0.41, -0.33, -0.12, -0.08, -0.09, -0.07, -0.25, -0.43, -0.25, -0.17, -0.19, -0.17, -0.23, -0.30, -0.07, -0.07, -0.07, -0.08, -0.08, -0.31, -0.08, -0.07, -0.07, -0.07, -0.08, 0.06, 0.07, 0.11, 0.10, 0.10, 0.11, 0.06, 0.09, 0.12, 0.09, 0.11, 0.11, 0.11, 0.11, 0.11, 0.11, 0.11, 0.10, 0.11, 0.11, 0.11, 0.12, -0.19, 0.35, -0.20, -0.19, -0.09, -0.47, -0.06, -0.13, -0.15, -0.17, -0.15, 0.04, 0.00, 0.03, 0.02, 0.02, 0.02, 0.02, 0.03, 0.02, 0.08, 0.10, 0.08, 0.09, 0.09]}